ORCA calculation (ωB97M-V/def2-TZVPD) on a structure of composition C5H10O2 in a non-equilibrium geometry.

Results
Energy relative to the best compared isomer or geometry (same formula, charge and spin) ... 562.4 kJ/mol
HOMO level ... -8.55 eV
HOMO-LUMO gap ... 9.5 eV
E ... -9437.2145 eV
Lowest unoccupied orbital energy ... 0.904 eV

Each line ends with the Löwdin charge.
Element x y z (Å)
C1 2.26384 0.99266 -0.54086  -0.096
O1 0.94153 1.07529 -0.04705  -0.127
C2 0.25747 -0.13116 -0.23819  -0.301
C3 0.46808 -1.17694 0.88753  -0.080
O2 -0.79489 -0.77689 1.48779  -0.008
C4 -1.13925 -0.22423 0.30455  -0.404
C5 -2.36531 0.57980 0.08800  -0.026
H1 2.85643 0.23698 -0.00229  0.090
H2 2.27431 0.74175 -1.61284  0.093
H3 2.72980 1.96992 -0.39746  0.092
H4 0.27724 -0.47461 -1.27259  0.136
H5 1.28188 -1.00617 1.58868  0.126
H6 0.39024 -2.21109 0.53838  0.121
H7 -1.56080 -1.48585 -0.69720  0.163
H8 -2.23703 1.54619 -0.40725  0.088
H9 -2.57524 -0.24786 -0.60386  0.041
H10 -3.06832 0.59220 0.92466  0.091

Cartesian forces (eV/Å) of the 2 atoms listed first:
C 0.200 0.028 -0.045
O -0.207 0.036 0.039